Formula: C36H37N5O6TeTi
Source: the OMol25 dataset
Level of theory: ωB97M-V/def2-TZVPD

Positions of all 86 atoms, in Å:
Ti -2.445 -0.674 -1.370
O -5.813 0.810 -3.570
C -4.607 0.807 -3.077
O -4.056 -0.211 -2.680
C -4.019 2.196 -3.034
O -2.681 2.218 -2.643
C -2.420 2.933 -1.451
C -2.810 2.151 -0.190
O -3.041 2.685 0.857
O -2.841 0.839 -0.385
H -6.275 -0.060 -3.412
H -4.664 2.777 -2.365
H -4.126 2.615 -4.038
H -2.931 3.898 -1.426
H -1.346 3.113 -1.426
N -3.787 -1.797 -0.142
C -4.673 -2.380 -0.624
C -5.648 -3.046 -1.339
C -6.485 -2.227 -2.125
N -7.096 -1.476 -2.755
C -5.417 -4.416 -1.631
N -5.228 -5.525 -1.883
C -1.199 -5.996 -1.912
C -2.117 -5.294 -2.917
C -2.319 -3.892 -2.569
N -2.476 -2.793 -2.294
H -1.054 -7.031 -2.215
H -1.636 -5.986 -0.916
H -0.226 -5.508 -1.870
H -3.107 -5.755 -2.948
H -1.704 -5.327 -3.926
C 4.120 6.090 3.352
C 3.350 4.988 2.680
C 2.232 4.423 3.279
C 1.517 3.391 2.681
C 0.308 2.849 3.394
C 1.943 2.891 1.441
Te 0.837 1.326 0.512
N -0.719 -0.879 -0.947
C -0.369 -0.752 -2.212
O -1.321 -0.392 -3.025
C 0.988 -1.011 -2.742
C 1.242 -0.848 -4.098
C 2.517 -1.078 -4.590
C 3.531 -1.474 -3.728
C 3.278 -1.637 -2.371
C 2.006 -1.402 -1.875
C 1.163 -0.134 2.013
C 2.471 -0.550 2.297
C 3.679 -0.019 1.576
C 2.670 -1.506 3.292
C 1.616 -2.063 3.998
C 1.852 -3.081 5.079
C 0.329 -1.648 3.682
C 0.077 -0.696 2.701
C -1.352 -0.329 2.408
C 3.061 3.459 0.811
C 3.586 3.034 -0.538
C 3.741 4.497 1.445
H 3.563 6.507 4.191
H 4.341 6.899 2.655
H 5.074 5.722 3.737
H 1.899 4.798 4.241
H 0.119 3.414 4.306
H 0.439 1.799 3.667
H -0.583 2.905 2.764
H 0.437 -0.536 -4.751
H 2.723 -0.946 -5.644
H 4.526 -1.653 -4.115
H 4.073 -1.939 -1.703
H 1.779 -1.506 -0.819
H 3.543 -0.052 0.494
H 4.562 -0.603 1.836
H 3.874 1.023 1.839
H 3.685 -1.822 3.513
H 2.895 -3.394 5.108
H 1.236 -3.969 4.927
H 1.598 -2.675 6.061
H -0.513 -2.076 4.217
H -2.009 -0.697 3.196
H -1.682 -0.782 1.472
H -1.496 0.745 2.301
H 3.110 2.133 -0.914
H 4.662 2.853 -0.487
H 3.429 3.824 -1.277
H 4.605 4.930 0.950

Cartesian forces (eV/Å) of the 3 atoms listed first:
Ti -0.31 0.05 0.09
O 0.04 0.02 0.06
C -0.25 0.00 0.03

The HOMO energy is -7.4 eV. Its HOMO-LUMO gap is 6.9 eV. Its relative energy (zero: lowest compared OMol25 entry of this formula, charge and spin) is 5.4 kJ/mol. The value obtained for the LUMO energy is -0.55 eV. Its max |F| is 0.64 eV/A. The value obtained for the energy is -3236.845179 Ha.

Formula: C36H37NP2PtS
Source: the OMol25 dataset
Level of theory: ωB97M-V/def2-TZVPD

Positions of all 78 atoms, in Å:
Pt -5.506 2.733 -0.190
C -5.447 4.833 0.552
C -4.130 4.437 0.344
C -3.163 4.020 1.441
C -3.136 2.492 1.685
C -4.488 1.823 1.570
C -5.700 2.336 2.021
C -5.863 3.638 2.787
C -6.179 4.849 1.876
C -6.256 0.890 -0.789
H -5.927 5.402 -0.242
H -3.682 4.698 -0.611
H -3.406 4.549 2.366
H -2.156 4.343 1.158
H -2.480 2.028 0.940
H -2.689 2.280 2.668
H -4.455 0.762 1.331
H -6.539 1.645 2.074
H -4.965 3.832 3.380
H -6.684 3.522 3.503
H -7.251 4.853 1.655
H -5.969 5.785 2.415
H -7.134 1.008 -1.432
H -6.525 0.263 0.071
H -5.483 0.369 -1.369
P 3.440 -0.673 -2.262
P 2.197 -3.637 -0.311
C 3.789 -1.241 -0.575
C 3.247 -2.234 0.161
C 5.022 0.006 -2.878
C 6.013 0.533 -2.037
C 7.205 1.017 -2.574
C 7.414 0.991 -3.954
C 6.429 0.476 -4.798
C 5.244 -0.022 -4.262
C 2.482 0.848 -1.853
C 1.213 0.687 -1.274
C 0.422 1.793 -0.971
C 0.875 3.080 -1.268
C 2.123 3.249 -1.866
C 2.924 2.143 -2.154
C 3.290 -5.008 0.255
C 4.483 -5.228 -0.453
C 5.340 -6.267 -0.099
C 5.007 -7.123 0.953
C 3.813 -6.927 1.646
C 2.961 -5.876 1.304
C 0.849 -3.663 0.924
C -0.383 -4.202 0.527
C -1.454 -4.249 1.416
C -1.310 -3.740 2.708
C -0.090 -3.196 3.111
C 0.988 -3.162 2.227
H 4.482 -0.571 -0.063
H 3.562 -2.303 1.203
H 5.846 0.560 -0.964
H 7.973 1.410 -1.914
H 8.345 1.366 -4.369
H 6.592 0.447 -5.872
H 4.488 -0.454 -4.912
H 0.839 -0.313 -1.063
H -0.554 1.649 -0.514
H 0.255 3.943 -1.041
H 2.482 4.247 -2.104
H 3.899 2.287 -2.609
H 4.739 -4.583 -1.292
H 6.264 -6.416 -0.653
H 5.671 -7.939 1.224
H 3.544 -7.590 2.464
H 2.040 -5.727 1.858
H -0.500 -4.567 -0.490
H -2.405 -4.667 1.097
H -2.149 -3.763 3.399
H 0.023 -2.793 4.114
H 1.939 -2.745 2.541
S -9.925 4.926 -0.343
C -8.475 4.207 -0.292
N -7.297 3.622 -0.252

Cartesian forces (eV/Å) of the 3 atoms listed first:
Pt -0.29 -0.65 -0.56
C 1.53 1.01 0.34
C -0.09 0.64 0.09

The HOMO energy (alpha / beta) is -6.9 / -8.0 eV. Its HOMO-LUMO gap (alpha / beta) is 7.3 / 6.2 eV. Its relative energy (zero: lowest compared OMol25 entry of this formula, charge and spin) is 0.0 kJ/mol. The value obtained for the LUMO energy (alpha / beta) is 0.34 / -1.87 eV. Its multiplicity is 3. Its max |F| is 11.27 eV/A. The value obtained for the energy is -2648.759705 Ha.

Formula: C36H38BF3FeO4
Source: the OMol25 dataset
Level of theory: ωB97M-V/def2-TZVPD

Positions of all 83 atoms, in Å:
C -3.717 6.943 1.027
C -3.308 5.863 1.899
C -3.321 5.741 3.266
C -2.820 4.437 3.552
C -2.531 3.836 2.354
B -2.141 2.301 2.034
C -0.474 2.351 1.976
C 0.278 2.121 3.121
C 1.678 2.180 3.062
C 2.289 2.405 1.838
C 3.792 2.394 1.744
F 4.224 1.939 0.527
F 4.314 3.648 1.919
F 4.362 1.584 2.691
C 1.546 2.643 0.690
C 0.149 2.579 0.759
O -2.660 1.559 3.155
C -3.299 0.450 2.563
C -2.282 -0.647 2.389
C -4.405 -0.085 3.454
C -3.743 1.009 1.112
C -3.869 -0.045 0.017
C -5.033 1.805 1.251
O -2.667 1.864 0.765
O -2.839 4.710 1.341
H -4.065 7.769 1.650
H -2.888 7.320 0.419
H -4.555 6.651 0.386
H -3.648 6.475 3.991
H -2.699 3.992 4.536
H -0.210 1.910 4.072
H 2.274 2.038 3.956
H 2.043 2.860 -0.247
H -0.439 2.721 -0.145
H -2.748 -1.566 2.024
H -1.499 -0.347 1.683
H -1.801 -0.849 3.351
H -4.860 -0.967 2.983
H -3.975 -0.399 4.413
H -5.186 0.660 3.632
H -4.585 -0.829 0.297
H -4.226 0.442 -0.898
H -2.900 -0.508 -0.206
H -5.889 1.133 1.407
H -4.978 2.498 2.101
H -5.201 2.399 0.346
C -5.336 -6.080 0.544
O -4.652 -5.806 1.788
C -3.447 -5.180 1.735
C -2.904 -4.689 2.954
C -1.843 -3.826 2.928
C -1.205 -3.446 1.704
C -0.207 -2.434 1.694
C 0.707 -2.245 0.615
C 1.551 -1.070 0.381
C 2.404 -1.318 -0.750
C 2.139 -2.662 -1.228
C 1.135 -3.248 -0.385
Fe 2.659 -2.669 0.702
C 2.967 -3.914 2.226
C 3.045 -2.526 2.644
C 4.058 -1.871 1.836
C 4.610 -2.854 0.922
C 3.934 -4.117 1.162
C -1.743 -3.994 0.498
C -2.801 -4.877 0.514
H -6.301 -6.495 0.832
H -5.490 -5.161 -0.040
H -4.779 -6.815 -0.053
H -3.380 -4.962 3.892
H -1.466 -3.384 3.860
H -0.028 -1.852 2.606
H 1.426 -0.131 0.921
H 3.058 -0.589 -1.226
H 2.532 -3.116 -2.133
H 0.630 -4.197 -0.529
H 2.374 -4.689 2.704
H 2.516 -2.081 3.482
H 4.400 -0.846 1.959
H 5.456 -2.699 0.258
H 4.194 -5.073 0.718
H -1.349 -3.668 -0.467
H -3.172 -5.285 -0.427

Cartesian forces (eV/Å) of the 3 atoms listed first:
C -0.40 0.95 -0.18
C 0.39 -1.03 -0.09
C 0.47 -1.41 1.26

The HOMO energy (alpha / beta) is -5.0 / -8.0 eV. Its HOMO-LUMO gap (alpha / beta) is 5.2 / 4.7 eV. Its relative energy (zero: lowest compared OMol25 entry of this formula, charge and spin) is 0.0 kJ/mol. The value obtained for the LUMO energy (alpha / beta) is 0.19 / -3.31 eV. Its multiplicity is 5. Its max |F| is 3.10 eV/A. The value obtained for the energy is -3283.570213 Ha.